1) Density functional theory data (ωB97M-V/def2-TZVPD) for a cluster of 2 separate species, H2NO4P in total.

Structure (ORCA input):
```
! RIJCOSX wB97M-V def2-TZVPD def2/J DEFGRID3
* xyz 0 1
H -0.97833 0.30893 1.53778
O -1.61628 -1.76910 0.02706
O 0.42822 0.35861 -1.98918
H 1.16723 -0.30104 -1.78393
N -0.64222 -1.29033 -0.53621
O 0.46044 -1.80021 -0.74216
O -0.20177 0.43494 1.13940
P -0.99781 0.22217 -1.48854
*
```

Its LUMO energy (spin up / spin down) is -2.58 / -2.58 eV. The value obtained for the highest occupied orbital energy (spin up / spin down) is -9.768 / -9.759 eV. The value obtained for the orbital gap (spin up / spin down) is 7.19 / 7.18 eV.

---

2) Density functional theory data (ωB97M-V/def2-TZVPD) for the molecule H2NO4P.

Structure (ORCA input):
```
! RIJCOSX wB97M-V def2-TZVPD def2/J DEFGRID3
* xyz 0 1
H -0.47222 0.38438 -1.70244
H 0.05338 0.91745 1.57806
O -3.98315 1.66393 -0.48734
N -0.67972 -0.09289 0.16731
O -1.92706 0.44524 0.00090
P -2.96698 1.55833 0.55431
O -0.10126 -0.00534 1.34980
O 0.12075 0.51739 -0.90802
*
```

Its LUMO energy is -0.51 eV. The value obtained for the highest occupied orbital energy is -9.747 eV. The value obtained for the orbital gap is 9.24 eV.

---

The data favor 2); the next most stable structure lies 0.0616 hartree above it.

---

1) Density functional theory data (ωB97M-V/def2-TZVPD) for a cluster of 2 separate species, C3H11NO2S in total.

Structure (ORCA input):
```
! RIJCOSX wB97M-V def2-TZVPD def2/J DEFGRID3
* xyz 0 1
H 1.52390 1.04075 2.53788
H 0.31516 -1.00201 -4.86917
N 0.89992 -0.74505 1.12081
H -2.20328 0.28799 0.16987
H 1.39938 -0.44561 0.25668
H 0.61041 1.83346 0.47327
C -1.14059 -0.10210 -0.17500
C -0.29838 0.07087 1.21316
C 0.05944 1.55260 1.38589
H -0.61634 0.50339 -0.95878
H -0.76075 2.35677 1.47561
H 0.43697 -1.10218 -3.33745
H -0.97070 -0.16051 2.07390
H -0.09242 -2.25505 -0.74912
O -0.17423 -1.27621 -4.10165
S -1.32633 -1.81746 -0.95692
H 1.46291 -0.51162 1.91866
O 0.87492 1.77197 2.52235
*
```

Its LUMO energy is 0.48 eV. The value obtained for the highest occupied orbital energy is -9.058 eV. The value obtained for the orbital gap is 9.53 eV.

---

2) Density functional theory data (ωB97M-V/def2-TZVPD) for a cluster of 2 separate species, C3H11NO2S in total.

Structure (ORCA input):
```
! RIJCOSX wB97M-V def2-TZVPD def2/J DEFGRID3
* xyz 0 1
H 1.38630 -0.49075 -2.91529
H -1.92005 0.08435 0.87888
N 0.53636 -0.03117 1.32661
H -0.23866 1.25607 -1.79538
H -0.20471 -3.91654 0.34007
O -0.49390 -3.02325 0.55830
H 0.23801 -0.97501 1.22169
H -0.49472 -0.54306 -1.27735
C -0.03569 0.88496 0.32930
C -1.57273 0.98985 0.57034
H -2.07645 1.30768 -0.31709
S 1.76378 -0.15377 -1.62545
H -1.11128 1.99581 2.23673
H 0.30610 1.86094 0.37728
O -1.85725 1.96545 1.63281
H 1.54691 0.07358 1.21392
H -1.44437 -3.11904 0.57565
C 0.08296 0.39302 -1.12417
*
```

Its LUMO energy is 0.45 eV. The value obtained for the highest occupied orbital energy is -8.982 eV. The value obtained for the orbital gap is 9.43 eV.

---

The data favor 2); the next most stable structure lies 0.0200 hartree above it.

---

1) Density functional theory data (ωB97M-V/def2-TZVPD) for a cluster of 12 separate species, C12H48N24O12 in total.

Structure (ORCA input):
```
! RIJCOSX wB97M-V def2-TZVPD def2/J DEFGRID3
* xyz 0 1
N -2.87167 4.41535 1.74369
H 2.34819 -2.25260 -2.41073
N 5.95203 -4.37245 -0.76542
H -5.55580 -0.45869 4.44302
H 1.66475 -1.10223 0.28414
C -1.10972 1.81433 -5.19998
N 1.24258 3.02329 1.24111
H 0.43142 1.65354 7.05792
H -1.12608 -0.11193 -1.15552
H 3.97241 -3.43889 -1.46358
H -4.59737 -0.61970 -1.93960
N 3.61660 -2.55952 3.28168
O -1.76258 2.52983 1.24701
H -1.81127 3.77973 -1.05149
O -6.79394 -0.34044 0.38500
N 1.69566 -1.43248 3.22813
O -3.94801 1.18845 3.87330
H -2.94136 1.31948 -5.87976
N -4.73161 -0.90488 4.06655
N 4.13111 1.51883 -4.10455
H 0.60575 -1.03033 -1.11660
H 0.79459 3.78735 1.72651
C -2.15740 3.65831 0.94473
N 2.59056 -1.80551 -3.28335
O 0.42652 -1.36236 -3.21544
H 0.91897 -0.20443 -5.31360
C 0.74633 -0.02603 6.19832
H -2.02838 0.13320 3.01849
N 4.12731 -3.22700 -0.48828
H 4.07869 2.00614 0.71646
C -5.71817 -0.80217 0.68757
C -2.91979 -0.89549 -2.87794
H -4.78141 0.85657 0.32222
H 4.12527 1.99560 -4.99492
N 0.89363 0.76312 7.17461
N -5.38642 -2.07604 0.83171
H -2.98224 4.81090 -0.21633
H 3.51776 -1.76672 -3.68196
H 0.97618 -0.93622 2.72200
H -4.52274 -1.89301 4.05814
N -2.70223 -0.56427 3.30058
N 1.67092 -0.80670 -5.01039
O 5.48892 -3.54762 1.27980
H 3.46242 -2.84239 0.16753
H 3.41965 -2.80205 4.24214
H -1.45642 -1.80055 -3.79055
C 2.75484 -1.89078 2.61115
N -2.37236 -1.96344 -3.39734
N -1.05989 0.11615 -0.17384
H -2.86368 -2.83346 -3.54491
H 0.91466 0.32900 8.08631
H 2.57060 -0.79578 -5.46925
H -3.23602 3.91945 2.54458
N 3.08614 2.00660 0.90338
O 2.08351 2.46122 -3.66015
O -2.42718 0.18144 -2.60552
H -4.47098 -1.99283 -3.13192
O 1.11039 -1.19489 6.14476
N 3.15252 1.21942 -2.21732
H 2.36339 1.35160 -1.60096
N 0.86342 -0.71409 -0.19264
H 4.02964 0.80808 -1.93173
H -3.75547 -0.49052 0.91874
H -4.47728 -2.50459 0.93132
N -0.48756 1.74847 -4.09583
C -3.79467 -0.03149 3.74987
H -0.75285 0.97233 -3.50649
C -0.03647 -0.01002 0.46810
C 2.53654 3.15233 1.07257
C 3.05521 1.76374 -3.39097
C 5.17553 -3.74102 0.10337
N -2.25470 1.19263 -5.15003
H 2.63476 1.10552 0.83695
N -2.18497 4.19091 -0.20806
H 4.61728 0.66543 -3.86907
H 0.35278 0.06929 4.25502
N 0.20194 0.59316 5.10527
H 0.70701 2.16980 1.17161
H -0.03982 1.57291 5.14683
H 4.31751 -3.00308 2.70541
O 0.20434 0.47698 1.58414
H -3.54874 5.09832 1.43510
H -1.71786 0.73743 0.27470
N -4.14984 -1.15350 -2.67096
N -4.59771 -0.12014 0.50215
O -0.72715 2.42054 -6.21185
H -6.07432 -2.80750 0.94058
H 6.88988 -4.56938 -0.44643
O 2.77032 -1.77478 1.42862
O 3.12887 4.23467 1.05654
H 0.50055 1.95696 -4.07900
H 5.75855 -4.45969 -1.75287
H -2.40512 0.54136 -4.39284
H 1.78571 -1.43385 4.23411
C 1.48534 -1.30960 -3.82154
H -2.61023 -1.53229 3.02753
*
```

Its LUMO energy is -0.38 eV. The value obtained for the highest occupied orbital energy is -8.597 eV. The value obtained for the orbital gap is 8.22 eV.

---

2) Density functional theory data (ωB97M-V/def2-TZVPD) for a cluster of 12 separate species, C12H48N24O12 in total.

Structure (ORCA input):
```
! RIJCOSX wB97M-V def2-TZVPD def2/J DEFGRID3
* xyz 0 1
H -0.58247 3.78158 -1.32262
C 1.69384 -2.18289 -4.01770
N 3.71940 -2.96067 1.18877
O -1.65468 2.01311 3.20525
N 0.77920 6.22736 -2.70568
H 0.81108 -1.33690 -2.45493
O -1.05042 4.46376 0.67742
N 4.16008 2.37671 -1.34065
H 5.12569 2.45896 -1.60471
H -1.02179 -2.97799 -2.62444
H 1.78434 2.80970 2.20208
H -4.45484 -0.03968 5.15446
H -2.32421 5.92012 -0.88148
H 1.02930 -3.24368 0.81993
H 0.67748 -0.38871 -1.00004
H 0.69676 7.21227 -2.88952
C -3.95500 -1.56063 3.89355
N 1.97987 5.68751 1.05518
H 1.94897 -0.43999 1.43528
H -0.10524 -4.06807 1.78640
N 0.71532 -1.49657 -3.43890
H -1.14547 2.19936 0.27973
H 1.34993 2.18570 4.09683
C -3.73680 -3.57082 -0.57375
H -4.67339 -2.34193 -1.84440
C -1.42011 -4.76815 -3.14617
H -0.06750 -1.24760 -4.02263
O -4.49916 -2.44235 4.53919
N 0.51173 -4.09444 0.98709
N 3.91744 0.60201 -2.58125
H 4.91467 0.51967 -2.45557
C 2.32909 4.60624 1.78812
H -0.56153 -0.25533 3.06799
N -3.33478 -1.71596 2.72921
H -0.68444 -4.14162 -1.33563
H -3.76172 5.92476 0.09924
H 1.17143 5.80359 0.46544
H -1.46379 -6.69416 -3.69138
H 0.28543 1.71023 -0.66184
H -3.82814 5.10608 2.02081
O 0.71338 -6.31526 1.45181
H 3.73056 3.09810 -0.78207
N 2.76886 -2.23598 -3.24677
H -0.27635 -1.63288 -0.40271
C -0.22591 5.41615 -2.38068
C -2.14238 4.95208 0.83955
H -2.75706 -0.96890 2.37565
N 2.43004 -1.29945 1.65848
N -0.88216 -3.92178 -2.30095
H -3.46154 -1.53393 -0.89619
C 1.09444 -5.32946 0.87339
H 1.70513 5.84141 -2.61431
H -3.30540 -2.59209 2.22847
H 3.45350 -0.22989 -2.92871
O 2.13955 1.17585 -1.37542
N 0.38057 2.44566 4.06768
H 1.10166 4.14885 -1.46025
C -1.06385 0.26406 -0.10080
H -2.45066 4.05432 2.52863
C 3.32581 1.34443 -1.69049
H 0.76510 0.21674 4.21944
N 0.15233 4.32647 -1.74345
H 2.40051 -1.58061 2.62391
N 0.01313 0.39862 3.58100
H 4.33387 -3.44237 0.54986
H 0.09603 3.41343 4.11226
N -3.93302 -2.38395 -1.16445
O -2.96516 -3.74865 0.37806
N -2.93529 4.66785 1.88743
O -1.39750 5.72629 -2.56060
H 3.96491 -2.81703 2.15327
H 2.65752 -6.16236 -0.07374
N -2.77426 5.76034 0.01373
N 2.06150 -5.35232 -0.02297
H -4.64866 -5.44268 -0.85844
H -0.66838 -6.34456 -2.17541
N -0.59318 1.50756 -0.20553
H 3.61853 -2.14057 -3.78060
C 2.96772 -1.99683 0.65064
O -2.01583 -0.02081 0.57770
N -1.28213 -6.06787 -2.92530
N -4.48445 -4.49697 -1.16013
H -4.58418 -4.37530 -2.15662
N 1.59276 3.53841 1.53594
N -0.19560 -0.64044 -0.56105
H 2.43638 -4.42660 -0.15563
H 2.49606 6.48717 1.39072
N -3.98764 -0.28504 4.29783
O 2.73380 -1.74295 -0.54197
H -3.42213 0.44666 3.89392
O 3.36447 4.47846 2.46470
O -1.88427 -4.33163 -4.20571
H 0.71540 3.52349 1.04188
C -0.55415 1.65003 3.57585
O 1.68946 -2.67969 -5.12919
H 2.71264 -1.98420 -2.27040
*
```

Its LUMO energy is -0.50 eV. The value obtained for the highest occupied orbital energy is -8.800 eV. The value obtained for the orbital gap is 8.30 eV.

---

The data favor 2); the next most stable structure lies 0.1057 hartree above it.

---

1) Density functional theory data (ωB97M-V/def2-TZVPD) for a cluster of 11 separate species, C4H30NO11 in total.

Structure (ORCA input):
```
! RIJCOSX wB97M-V def2-TZVPD def2/J DEFGRID3
* xyz 1 1
O -1.94973 -0.57963 -0.55288
C 1.36297 1.32775 -0.91436
O -0.70968 -3.97925 -0.12256
O 2.84023 -0.67780 1.12503
O 0.30313 -1.64200 1.87083
H 3.03349 -1.32285 -3.28658
H 1.04292 2.03261 -1.73348
H 2.19580 0.43408 4.39560
H -1.81527 2.55336 2.04956
H -1.42674 -4.46571 -0.41751
O 0.11307 -2.37612 -2.01562
H 0.27462 -2.53632 1.57371
O 0.41422 1.44073 -3.53315
H 3.49755 -1.15520 0.64600
H 1.80292 2.90504 0.27249
H -0.00846 2.21542 -3.99146
H -0.98191 1.80335 -0.12141
H -0.05217 -3.96871 -0.87041
H -3.63743 -1.99964 1.72861
O 2.16834 -1.03656 -3.35875
H 1.68667 1.45298 1.16677
C -0.35567 2.40038 0.61309
H -0.35573 0.25270 2.71666
H -2.21007 -2.18504 1.61024
H 0.82058 -1.75908 -2.09091
H -0.76484 0.05073 1.19465
H -1.99930 0.22325 2.43140
H -2.26792 -1.19751 0.14932
H 1.91094 1.74417 3.65878
O 1.90724 0.27237 -1.05724
H 0.00152 -2.76390 -2.93740
N -1.09029 0.58438 2.00073
O -2.85979 -1.51241 1.65525
H -3.67646 1.78646 -2.68260
C -0.89468 2.09455 1.97564
H -1.27857 -0.82201 -1.08932
H 1.25509 -1.44830 2.15559
O 1.48252 0.94297 3.97318
H 2.18813 -0.41758 -2.60385
H -0.32278 2.22697 2.92843
H 2.43138 -0.24117 0.31283
C 1.15155 1.94129 0.39613
H -0.36765 3.43832 0.28847
H -2.12556 1.51163 -2.32895
O -2.81738 1.82470 -3.06436
H 0.08320 0.62659 -4.11622
*
```

Its LUMO energy is -2.52 eV. The value obtained for the highest occupied orbital energy is -13.658 eV. The value obtained for the orbital gap is 11.14 eV.

---

2) Density functional theory data (ωB97M-V/def2-TZVPD) for a cluster of 12 separate species, C4H30NO11 in total.

Structure (ORCA input):
```
! RIJCOSX wB97M-V def2-TZVPD def2/J DEFGRID3
* xyz 1 1
O -2.75634 -2.18809 -2.14131
H 3.66992 1.24456 -1.52030
H -1.49214 0.15203 4.46331
O -2.41584 -1.07553 0.12022
C -0.03886 0.42174 -2.68190
O 3.37233 -1.04460 2.57204
O -2.22515 0.68979 -2.57973
H -1.96443 -1.65445 -2.19808
H -0.96343 1.47544 3.60689
O -1.64114 0.84302 3.82780
C 1.81036 1.52058 1.64751
C 0.58128 0.98152 -0.43247
H 1.67539 -0.40360 0.66768
H -0.93660 -2.85837 3.30045
H -3.05461 1.09571 -2.28772
O 0.21970 -2.63556 -1.22122
H 0.13960 4.30371 -0.04521
H -0.02636 -0.41865 -3.36316
H 0.18655 -0.94321 -1.21598
H 3.56956 0.59226 -2.97629
H 3.10992 -2.64779 -1.29011
H -0.15048 1.46475 -2.92019
O -0.37704 3.70146 0.49367
H -2.18928 2.65964 -0.23623
O -3.13880 2.51918 -0.16224
H 2.86388 -0.81210 1.79151
H -2.40533 -3.06278 -1.95218
H -3.25979 2.02924 0.65326
H -3.28239 -0.67686 0.24595
C 1.42404 0.64499 0.51833
H -2.56551 0.12472 -3.29071
H -0.01175 1.89483 -0.42732
H 2.76281 1.27217 2.11473
O 3.35178 0.50929 -2.04749
N 0.25909 0.05816 -1.49554
H 3.43908 -1.37928 -0.49863
H -0.10939 -1.63220 3.06486
H 1.15083 -2.88703 -1.15593
H -2.25373 -1.52914 0.95829
H 1.94051 2.58366 1.42577
O -1.01846 -1.90282 3.24163
H 3.79098 -1.88220 2.36786
H 1.00469 1.62425 2.38030
H -0.52792 4.03133 1.38204
O 3.04386 -2.25625 -0.42146
H -0.22382 -2.87313 -0.40062
*
```

Its LUMO energy is -3.31 eV. The value obtained for the highest occupied orbital energy is -13.114 eV. The value obtained for the orbital gap is 9.81 eV.

---

The data favor 1); the next most stable structure lies 0.0278 hartree above it.

---

1) Density functional theory data (ωB97M-V/def2-TZVPD) for the molecule C3H4FNO.

Structure (ORCA input):
```
! RIJCOSX wB97M-V def2-TZVPD def2/J DEFGRID3
* xyz 0 1
H -2.50937 0.16630 0.07838
O 1.96266 -0.88656 -0.21910
C 0.07395 0.38368 0.12265
C -0.61122 -0.75773 0.11868
N -1.99569 -0.74022 -0.11150
C 1.55650 0.28650 0.19480
F -0.54728 1.63087 -0.13918
H 2.17296 1.15290 0.55122
H -0.13887 -1.69999 0.03355
H -2.44606 -1.49778 0.50605
*
```

Its LUMO energy is 0.07 eV. The value obtained for the highest occupied orbital energy is -8.940 eV. The value obtained for the orbital gap is 9.01 eV.

---

2) Density functional theory data (ωB97M-V/def2-TZVPD) for the molecule C3H4FNO.

Structure (ORCA input):
```
! RIJCOSX wB97M-V def2-TZVPD def2/J DEFGRID3
* xyz 0 1
O -2.20002 0.57546 -0.56238
F -1.75938 -0.80001 1.19269
C 0.85940 0.50743 0.00140
C -1.61144 -0.19606 0.09302
H -0.16701 -0.84928 -1.44988
H 2.33986 1.27537 0.80594
N 1.87363 0.39474 0.70717
H 0.16965 -1.64624 0.09186
H 0.51056 1.42349 -0.52944
C -0.01526 -0.68489 -0.35037
*
```

Its LUMO energy is 0.88 eV. The value obtained for the highest occupied orbital energy is -10.298 eV. The value obtained for the orbital gap is 11.18 eV.

---

The data favor 2); the next most stable structure lies 0.0223 hartree above it.